[1]
{"formula": "C38H53Cl3GeN5O2SSr", "method": "the ωB97M-V functional and the def2-TZVPD basis", "species": ["H", "H", "H", "C", "N", "H", "C", "H", "H", "H", "H", "H", "H", "C", "H", "N", "C", "H", "Sr", "C", "C", "C", "C", "H", "N", "H", "H", "O", "H", "C", "H", "H", "O", "C", "H", "H", "C", "C", "H", "H", "C", "H", "H", "Cl", "C", "N", "C", "H", "C", "H", "C", "H", "H", "C", "H", "H", "H", "C", "H", "C", "C", "H", "H", "H", "H", "H", "H", "Ge", "C", "C", "C", "C", "H", "H", "C", "C", "H", "H", "H", "Cl", "C", "C", "H", "H", "C", "H", "N", "H", "C", "H", "H", "H", "H", "Cl", "C", "H", "C", "H", "S", "C", "C", "C", "C", "C"], "xyz": [[3.4117, 0.2894, -3.5591], [-0.6931, -2.6070, -5.9730], [-5.2356, -5.7301, 0.1190], [-1.1419, -2.8182, -5.0016], [1.2393, -1.7618, -0.1584], [-3.3264, -5.4935, -2.9712], [-6.3935, 0.7502, 3.3044], [0.5561, -0.9763, -3.8858], [3.5627, -3.0768, -2.1897], [-1.9998, -3.4674, -5.1789], [-5.9591, 1.5795, 3.8642], [-2.3849, -0.6786, -6.1318], [-4.0406, -6.5261, -1.7429], [-2.0228, -1.7798, -2.8984], [-2.9511, 0.1192, -4.6633], [2.7797, 1.6921, -1.6986], [-2.8665, -2.7959, -2.6480], [-7.4724, 0.7512, 3.4712], [0.3142, 0.5836, 0.3268], [-6.0940, -0.8003, 5.2274], [0.4047, -1.1949, 5.0702], [-2.4739, -0.4526, 1.8769], [-3.8239, -0.5367, 2.1611], [0.1415, -2.7468, 1.2615], [-1.9657, -0.4504, 0.5615], [4.5244, 4.9684, -1.0770], [-3.5714, -1.4801, -5.0920], [-0.7406, -0.1214, -1.7630], [6.0010, 3.8811, -2.6914], [-0.9826, 0.5031, 6.3034], [-5.3557, -4.0306, 0.5567], [2.2849, 4.7539, -1.2162], [-0.2732, 0.1246, 2.6145], [-1.5165, -0.2502, 2.9195], [-0.4139, -3.3691, -4.4040], [-1.6569, -2.8307, 5.6944], [0.8929, -2.8689, 0.4868], [3.5051, -0.6381, -2.9985], [-0.4957, 0.4220, -3.9975], [3.2350, -1.4777, -3.6395], [-1.0186, -0.7612, 5.4395], [-6.3573, -1.5728, 1.8763], [-0.5896, 1.3527, 5.7473], [1.4892, 4.2583, 2.3795], [-3.4902, -5.5974, -1.8988], [2.8025, 3.9344, -1.4798], [-1.5274, -1.4960, -4.3216], [-4.5213, -0.5695, 1.3321], [-2.3494, -1.2168, -0.3885], [-6.1489, -3.3758, -1.7216], [-1.6269, -0.9603, -1.7307], [-3.6483, -0.7193, 5.4877], [-5.3159, -3.9314, -3.1759], [2.0727, 2.7947, -1.4473], [-5.9965, -2.6870, 3.2007], [-5.6986, 0.0077, 5.8450], [-0.9089, -2.1089, 7.1228], [-3.2355, -2.3709, -0.2815], [-3.6408, -2.5997, 0.6918], [-2.6831, -0.8460, -5.0953], [-1.9427, -0.5326, 4.2342], [-0.3402, 0.3524, 7.1739], [-2.5646, -1.7047, 6.7060], [-6.1650, -5.0900, -2.1582], [-3.8269, -4.8928, 0.7733], [0.9101, -1.5160, 5.9841], [-7.5115, -1.7760, 3.1863], [1.0553, 2.2549, 3.0998], [-4.2846, -0.5668, 3.4712], [2.4177, -4.1888, -0.7589], [-0.3102, -0.5669, -4.4066], [-1.5830, -1.9166, 6.2866], [1.1285, -4.9807, 0.7844], [0.9991, -0.4125, 4.6230], [4.9245, 3.7227, -2.7770], [-3.4422, -3.1601, -1.3450], [-0.0528, -0.4601, -5.4623], [4.5582, -0.7477, -2.7246], [2.8925, -5.1332, -0.9929], [1.9241, 2.3144, 5.0795], [4.2567, 3.9717, -1.4324], [2.6147, -0.5682, -1.7976], [4.5374, 4.4108, -3.5290], [-3.1662, -3.4225, -3.4776], [-5.7855, -0.5871, 3.7461], [4.6079, 3.2516, -0.6883], [2.2155, 0.5334, -1.2679], [-6.2145, 0.9316, 2.2439], [-4.2860, -4.4246, -1.3063], [-5.6865, -1.7434, 5.5957], [0.3924, -2.0376, 4.3765], [-7.1753, -0.8251, 5.3739], [-2.5162, -5.6981, -1.4166], [2.5928, 1.0385, 2.0185], [-4.6954, -4.7829, 0.1218], [4.7445, 2.7057, -3.1128], [-5.5529, -4.1866, -2.1425], [-1.9820, 0.7626, 6.6581], [0.3525, 3.0083, -1.2314], [1.4445, -4.1127, 0.2237], [2.1782, -1.8260, -1.1216], [-6.4463, -1.7234, 2.9532], [2.7933, -3.0400, -1.4332], [-3.3200, -0.6076, 4.4657]], "atomic_forces_ev_per_a": [[-0.011, 0.001, 0.001], [-0.009, 0.002, -0.017], [-0.016, -0.005, -0.005], [-0.009, -0.008, -0.055], [0.255, -0.116, -0.233], [0.016, 0.029, -0.015], [-0.010, 0.000, -0.003], [0.004, -0.031, 0.025], [0.008, -0.014, 0.000], [-0.022, -0.014, 0.009], [0.018, 0.004, 0.013], [0.000, 0.010, -0.015], [-0.018, -0.009, -0.019], [0.053, 0.137, 0.228], [0.001, 0.014, 0.026], [-0.294, -0.185, 0.235], [-0.110, 0.023, 0.078], [-0.032, 0.004, 0.003], [0.000, 0.636, -0.043], [-0.036, 0.023, 0.039], [-0.015, -0.038, 0.012], [0.309, 0.110, -0.095], [-0.312, -0.275, -0.090], [-0.010, -0.018, 0.013], [-0.499, 0.201, 0.356], [-0.007, -0.018, 0.031], [-0.007, -0.022, 0.000], [-0.675, -0.495, -0.256], [0.012, -0.022, -0.002], [0.047, 0.039, 0.020], [0.013, 0.038, 0.000], [0.018, 0.077, -0.093], [-0.545, -0.187, 0.508], [0.633, 0.066, -0.039], [0.027, 0.010, 0.015], [-0.010, -0.013, -0.015], [-0.031, -0.087, 0.028], [0.114, 0.077, 0.027], [-0.027, 0.010, -0.030], [-0.015, 0.010, -0.018], [-0.064, 0.034, 0.003], [0.019, 0.001, -0.017], [-0.019, 0.005, -0.009], [-0.054, 0.217, -0.134], [0.025, -0.039, 0.034], [-0.107, -0.035, 0.039], [0.011, -0.043, 0.074], [0.004, 0.037, -0.008], [0.092, -0.367, -0.395], [-0.001, 0.007, 0.013], [-0.040, -0.086, 0.244], [-0.014, 0.038, -0.025], [0.002, 0.007, -0.026], [0.220, 0.063, -0.236], [0.017, -0.004, 0.019], [0.013, 0.018, -0.007], [0.008, 0.002, 0.009], [0.126, 0.202, 0.028], [-0.002, -0.027, 0.022], [-0.011, 0.021, -0.038], [-0.279, -0.022, 0.116], [0.019, 0.000, 0.011], [0.018, -0.008, 0.052], [-0.001, -0.016, 0.012], [0.016, -0.030, -0.005], [0.024, -0.006, -0.027], [-0.022, 0.011, 0.007], [0.158, -0.382, 0.133], [-0.054, 0.066, -0.265], [0.029, 0.008, -0.018], [0.039, 0.026, -0.051], [0.013, -0.016, 0.054], [0.002, -0.005, -0.001], [0.047, 0.170, -0.100], [0.006, 0.052, 0.012], [-0.028, 0.101, -0.223], [0.033, -0.005, -0.013], [0.007, -0.004, 0.031], [-0.003, -0.003, 0.007], [-0.012, -0.061, 0.234], [-0.040, 0.091, 0.048], [-0.116, -0.279, 0.207], [-0.006, 0.020, -0.010], [0.037, -0.005, -0.020], [0.013, -0.026, 0.021], [0.000, -0.020, -0.072], [0.353, 0.161, -0.614], [0.001, 0.010, -0.021], [-0.001, 0.059, 0.073], [0.013, -0.024, -0.014], [-0.030, -0.030, -0.013], [-0.004, 0.002, -0.005], [0.002, 0.001, 0.031], [0.218, 0.229, 0.302], [-0.028, -0.007, 0.006], [-0.031, -0.064, -0.007], [-0.009, -0.042, 0.006], [-0.023, -0.019, -0.005], [0.401, 0.000, 0.050], [-0.029, 0.042, 0.017], [0.224, 0.159, -0.129], [-0.027, -0.030, -0.004], [-0.143, -0.017, -0.035], [0.183, -0.102, 0.003]], "lowdin_charge": [0.069, 0.087, 0.089, -0.049, 0.018, 0.077, -0.043, 0.079, 0.106, 0.074, 0.091, 0.089, 0.088, -0.064, 0.094, 0.000, 0.049, 0.085, 1.133, -0.064, -0.055, -0.176, 0.009, 0.114, 0.070, 0.112, 0.082, -0.083, 0.068, -0.046, 0.079, 0.096, -0.425, -0.281, 0.092, 0.094, -0.123, -0.040, 0.087, 0.072, -0.526, 0.070, 0.032, 0.071, -0.038, -0.036, -0.530, 0.119, -0.154, 0.092, -0.215, 0.090, 0.079, -0.845, 0.089, 0.087, 0.085, 0.047, 0.102, -0.035, -0.077, 0.090, 0.069, 0.091, 0.094, 0.087, 0.084, -0.025, -0.163, -0.055, -0.042, -0.059, 0.104, 0.025, -0.096, -0.139, 0.090, 0.092, 0.110, 0.122, -0.254, -0.300, 0.071, 0.102, -0.557, 0.109, -0.110, 0.081, -0.556, 0.089, 0.090, 0.085, 0.094, 0.110, -0.056, 0.048, -0.033, 0.085, 0.466, -0.056, -0.210, -0.054, -0.009, 0.024], "spin_multiplicity": 2, "gap_ev": [5.5, 5.1], "e_above_lowest_ev": 1.1561, "homo_energy_ev": [-7.2, -7.2], "total_charge": 0}

---

[2]
{"formula": "C8H12O2", "method": "the ωB97M-V functional and the def2-TZVPD basis", "species": ["C", "O", "H", "H", "C", "C", "H", "C", "C", "O", "H", "H", "H", "H", "C", "H", "H", "C", "H", "H", "H", "C"], "xyz": [[1.0866, -1.6823, 3.1734], [-0.0250, 0.3515, -2.9004], [-0.1228, -0.5334, -3.3287], [-0.9872, -2.2856, 0.7075], [0.2838, 1.2486, -0.5637], [-0.5656, -0.9884, -1.0202], [0.4657, 1.6834, 1.5359], [-0.1100, -0.3717, 1.2873], [0.2268, 0.9072, 0.7970], [-0.9346, 3.5087, -4.7353], [-0.0413, 0.2347, 3.3811], [-0.8058, -1.8753, -1.6215], [1.1505, -2.5438, 2.4875], [0.6071, 2.2393, -0.9093], [-0.6092, -1.3239, 0.3360], [0.8515, -2.0545, 4.1847], [-1.0777, -1.1622, 2.9680], [-0.0930, -0.6930, 2.7793], [-0.5472, 3.7474, -5.6078], [-0.7555, 2.5459, -4.6395], [2.0691, -1.1820, 3.2022], [-0.0662, 0.2293, -1.5135]], "atomic_forces_ev_per_a": [[-0.985, 0.537, 0.222], [0.305, 0.070, 0.228], [0.053, 1.036, 0.862], [0.217, 0.353, -0.434], [-0.366, -1.289, -1.362], [0.300, -1.233, 0.910], [0.047, -0.308, -0.361], [-0.852, 0.085, -0.904], [0.206, -0.202, 0.152], [0.571, -0.703, -0.857], [0.038, -0.483, -0.304], [-0.087, 0.859, -0.600], [-0.121, 0.405, 0.225], [-0.213, -0.509, 0.228], [1.116, 1.854, 1.089], [0.331, 0.002, -0.340], [0.562, 0.052, 0.322], [0.429, -0.531, -0.587], [-0.410, -0.295, 0.954], [-0.136, 0.963, -0.019], [-0.477, -0.094, -0.111], [-0.529, -0.566, 0.688]], "lowdin_charge": [-0.092, 0.004, 0.116, 0.116, -0.003, -0.052, 0.111, -0.245, -0.054, -0.090, 0.105, 0.111, 0.066, 0.116, -0.038, 0.063, 0.106, -0.203, 0.045, 0.032, 0.070, -0.284], "gap_ev": 9.1, "smiles": "CCc1ccc(O)cc1.O", "e_above_lowest_ev": 0.3131, "homo_energy_ev": -8.4, "total_charge": 0}

---

[3]
{"formula": "C21H26Cl3IrN7O5P2S4", "method": "the ωB97M-V functional and the def2-TZVPD basis", "species": ["C", "C", "C", "N", "H", "H", "H", "N", "H", "O", "H", "C", "C", "Ir", "H", "Cl", "H", "Cl", "H", "C", "N", "N", "C", "H", "S", "C", "N", "H", "O", "C", "P", "H", "C", "H", "C", "H", "O", "H", "C", "H", "C", "S", "C", "N", "H", "C", "Cl", "N", "H", "H", "H", "H", "H", "H", "H", "C", "H", "O", "C", "C", "S", "H", "H", "S", "P", "C", "C", "C", "O"], "xyz": [[0.9742, -0.3091, -6.1203], [4.7812, -0.6606, -2.4009], [1.6974, -2.5741, 2.5273], [1.6708, -1.3112, 1.7967], [-1.6561, -3.5934, -1.8189], [-0.6554, -2.1537, -1.5687], [0.4457, 1.7698, -6.0553], [0.1455, -0.0577, 3.5926], [1.2244, 1.0138, 5.0565], [-0.9012, -1.0856, 1.5388], [2.2004, -0.4732, -0.0636], [-1.2114, -2.9407, -1.0672], [0.6612, 0.8737, -5.4893], [0.5757, 1.6171, -0.8835], [-2.9464, 0.8342, 2.8116], [1.0185, -0.3791, -7.8575], [-0.3494, 1.7077, 4.6239], [0.1573, 2.3390, -3.2708], [-0.5153, -3.5318, -0.4599], [-3.3876, -0.1270, 2.5243], [2.5450, 1.7803, -1.3623], [-2.2685, -2.3517, -0.2386], [-1.3727, 6.9147, 0.4241], [-2.8728, -0.9223, 3.0542], [-1.6395, 2.7825, -0.5159], [4.7619, 0.6190, -1.7737], [-3.3279, -0.3542, 1.0838], [1.0165, 1.8505, 3.5065], [-1.7416, 8.0384, 0.5683], [0.6265, 0.8809, -4.1073], [-1.9558, -0.8505, 0.3300], [1.4557, -2.3868, -5.8644], [-2.9471, -3.3186, 0.6174], [-4.0443, 0.3861, -0.7530], [0.9079, -0.2055, -3.2939], [-3.7398, -2.8292, 1.1787], [0.9150, -0.1605, -1.9833], [-0.9127, -1.8511, 3.8828], [2.3164, -1.4032, 0.4759], [0.1001, -1.3567, 5.2512], [1.1959, -1.3932, -3.9959], [1.3536, 3.6621, 0.2317], [0.5345, 1.1999, 4.2308], [6.9452, 1.7379, -0.9834], [-3.3897, -4.0938, -0.0087], [-4.2275, 0.5099, 0.3122], [1.5094, -2.8348, -3.0834], [4.8207, -1.7022, -2.8943], [3.3805, -1.5945, 0.6159], [1.3457, -2.4377, 3.5470], [-5.2615, 0.2317, 0.5244], [-4.0819, 1.5616, 0.5651], [1.0889, -3.3418, 2.0365], [-2.2520, -3.7987, 1.3179], [1.8880, -2.2024, -0.1342], [-1.2280, 4.3498, -0.1121], [-4.4342, -0.1340, 2.8307], [-1.4137, 0.0376, -0.7208], [5.9689, 1.2374, -1.3364], [0.0659, 4.7267, 0.2329], [-2.4510, 5.5820, -0.0781], [2.7269, -2.9281, 2.5677], [-1.4157, -0.5089, 4.9192], [0.3118, 6.3871, 0.6867], [0.4257, -0.2810, 2.0053], [1.2314, -1.4498, -5.3738], [3.5565, 1.2295, -1.5465], [-0.5557, -0.9980, 4.4541], [0.6097, 1.0255, 1.2933]], "atomic_forces_ev_per_a": [[-0.028, -0.071, -0.073], [0.061, 0.253, -0.044], [0.007, 0.090, 0.055], [0.171, -0.010, -0.279], [0.001, -0.017, 0.004], [-0.016, 0.015, -0.005], [-0.006, -0.023, 0.005], [-0.096, 0.327, 0.083], [0.016, -0.018, -0.005], [0.276, 0.134, 0.197], [0.034, 0.008, -0.018], [-0.131, 0.042, -0.004], [-0.079, 0.272, 0.003], [1.761, 3.740, 0.141], [-0.013, 0.023, -0.004], [0.011, 0.004, 0.109], [-0.021, -0.005, -0.018], [0.235, 0.226, 1.163], [0.003, 0.004, 0.004], [-0.053, -0.061, -0.146], [0.147, -1.279, -0.380], [0.114, -0.315, 0.098], [-0.040, -0.038, 0.025], [-0.031, -0.016, 0.027], [-0.581, -1.062, -0.245], [0.173, -0.102, -0.007], [0.126, 0.389, 0.324], [0.003, 0.025, 0.019], [0.008, 0.005, 0.030], [0.041, 0.004, -0.249], [-0.180, 0.220, -0.802], [0.034, 0.026, 0.015], [0.028, 0.040, -0.099], [0.004, 0.010, 0.005], [-0.038, -0.144, 0.721], [-0.014, -0.012, -0.015], [-0.709, -0.525, 0.026], [0.005, -0.022, 0.022], [0.013, -0.029, 0.113], [0.028, -0.004, -0.001], [0.071, -0.231, -0.005], [-0.442, -0.692, -0.407], [0.106, -0.102, 0.029], [-0.048, -0.002, -0.013], [-0.007, -0.013, 0.014], [-0.083, -0.201, 0.004], [0.075, 0.091, -0.112], [-0.063, 0.028, 0.037], [0.005, -0.024, 0.030], [0.039, -0.019, 0.008], [-0.003, -0.008, 0.001], [0.034, 0.007, 0.005], [-0.012, 0.019, -0.011], [0.000, -0.007, -0.007], [-0.043, 0.015, 0.028], [0.121, -0.021, -0.010], [-0.002, 0.007, 0.023], [-0.942, -0.898, 0.554], [-0.167, -0.131, 0.045], [0.009, 0.286, 0.083], [0.025, 0.124, 0.029], [0.010, 0.003, 0.009], [-0.008, 0.009, -0.006], [-0.040, 0.082, -0.027], [-0.290, -0.392, -0.148], [0.021, -0.092, 0.036], [0.273, 0.230, 0.226], [-0.004, 0.080, -0.041], [0.098, -0.252, -1.173]], "lowdin_charge": [-0.672, -0.231, -0.081, -0.275, 0.092, 0.030, 0.112, -0.284, 0.090, -0.249, 0.028, -0.110, -0.124, 0.952, 0.093, 0.665, 0.090, 0.805, 0.082, -0.091, -0.069, -0.284, -0.980, 0.056, 0.663, -0.256, -0.290, 0.074, -0.018, -0.518, 0.466, 0.110, -0.097, 0.083, -0.465, 0.074, -0.313, 0.074, -0.070, 0.090, -0.552, 0.720, -0.068, 0.131, 0.088, -0.105, 0.739, 0.142, 0.100, 0.064, 0.087, 0.056, 0.089, 0.083, 0.072, -1.139, 0.092, -0.411, -0.232, -1.131, 0.996, 0.095, 0.087, 1.002, 0.528, -0.119, -0.148, -0.109, -0.407], "spin_multiplicity": 2, "gap_ev": [6.5, 5.7], "e_above_lowest_ev": 3.1679, "homo_energy_ev": [-7.9, -8.0], "total_charge": 0}

---

[4]
{"formula": "C4H8FNO", "method": "the ωB97M-V functional and the def2-TZVPD basis", "species": ["C", "H", "F", "C", "H", "H", "C", "H", "H", "H", "N", "C", "O", "H", "H"], "xyz": [[-1.2077, 0.1880, -0.8478], [-1.0373, 0.7963, -1.7621], [-2.3141, -0.6662, -0.8696], [1.3840, 0.4238, -0.1749], [2.0144, -1.2822, -0.6310], [-0.7262, 1.9113, 0.5842], [-1.0413, 0.9452, 0.4654], [-0.7856, -1.8654, 0.3889], [0.1791, -1.2918, 1.6250], [1.2807, 1.4360, -0.5893], [0.0947, -1.3405, 0.6159], [-0.0087, -0.0590, 0.1356], [2.0444, -0.3790, -1.0549], [-1.7596, 0.6392, 1.2535], [1.8833, 0.5442, 0.8612]], "atomic_forces_ev_per_a": [[1.031, 2.034, 0.758], [-0.389, -1.008, 0.470], [1.341, 0.370, -0.093], [-0.874, 2.117, 1.341], [-0.025, 1.086, -0.818], [0.510, 2.488, -0.286], [-1.768, -2.796, 1.159], [1.246, 0.389, 0.524], [0.007, -0.469, 0.179], [0.440, -0.138, -0.085], [-1.738, -3.006, 1.268], [-0.688, 0.947, -2.674], [0.874, -1.974, 0.193], [0.378, 0.175, -0.602], [-0.345, -0.217, -1.335]], "lowdin_charge": [-0.167, 0.154, -0.013, -0.273, 0.114, 0.074, -0.033, 0.118, 0.098, 0.126, 0.084, -0.522, -0.042, 0.130, 0.152], "gap_ev": 10.6, "smiles": "N[C@]1(CO)C[C@@H]1F", "e_above_lowest_ev": 1.5621, "homo_energy_ev": -9.6, "total_charge": 0}